Record 1
The following is a quantum chemistry calculation of the molecule C3H4N2S in a non-equilibrium geometry, from OMol25.

- charge = 0
- relative energy (zero: lowest compared OMol25 entry of this formula, charge and spin) (kcal per mole) = 77.5
- SMILES = C#CC(=S)NN
- M (g mol⁻¹) = 100.15
- E_LUMO (hartree) = 0.00045
- E_HOMO (eV) = -8.8
- 2S+1 = 1
- frontier orbital gap (eV) = 8.86
- E (Eh) = -624.30227

Element x y z (Å)
C1 1.763 2.024 -0.886
C2 1.068 1.179 -0.384
C3 0.097 0.109 0.056
S1 -0.053 -0.504 1.581
N1 -0.659 -0.254 -0.984
N2 -1.491 -1.370 -0.978
H1 2.172 2.843 -1.460
H2 -0.442 -0.029 -1.961
H3 -1.108 -2.208 -0.451
H4 -2.288 -1.044 -0.405

Record 2
The following is a quantum chemistry calculation of the molecule C3H4N2S in a non-equilibrium geometry, from OMol25.

- charge = 0
- relative energy (zero: lowest compared OMol25 entry of this formula, charge and spin) (kcal per mole) = 42.3
- SMILES = C=NSCC#N
- M (g mol⁻¹) = 100.15
- E_LUMO (hartree) = 0.02591
- E_HOMO (eV) = -9.3
- 2S+1 = 1
- frontier orbital gap (eV) = 10.01
- E (Eh) = -624.35835

Element x y z (Å)
C1 2.496 -0.268 -0.117
N1 1.342 0.205 0.086
S1 0.019 -0.847 0.151
C2 -1.265 0.460 0.099
C3 -2.626 -0.128 -0.005
N2 -3.700 -0.554 -0.080
H1 3.356 0.349 -0.080
H2 2.630 -1.334 -0.303
H3 -1.115 1.112 -0.777
H4 -1.137 1.005 1.025

Record 3
The following is a quantum chemistry calculation of the molecule C3H4N2S2 in a non-equilibrium geometry, from OMol25.

- charge = 0
- relative energy (zero: lowest compared OMol25 entry of this formula, charge and spin) (kcal per mole) = 51.9
- SMILES = SSn1ccnc1
- M (g mol⁻¹) = 132.21
- E_LUMO (hartree) = -0.03672
- E_HOMO (eV) = -8.9
- 2S+1 = 1
- frontier orbital gap (eV) = 7.86
- E (Eh) = -1022.53295

Element x y z (Å)
S1 1.608 -0.378 2.829
S2 0.409 -1.657 1.779
N1 -0.169 -0.475 0.178
C1 0.214 -0.831 -1.093
C2 -0.281 0.130 -1.925
N2 -0.920 1.077 -1.162
C3 -0.939 0.686 0.055
H1 0.575 0.512 2.948
H2 0.958 -1.579 -1.308
H3 -0.442 0.141 -3.001
H4 -1.152 1.354 0.872

Record 4
The following is a quantum chemistry calculation of a 2-piece molecular cluster, C3H4N2S2 overall in a non-equilibrium geometry, from OMol25.

- charge = 0
- relative energy (zero: lowest compared OMol25 entry of this formula, charge and spin) (kcal per mole) = 71.8
- SMILES = c1cnsc1.N=S
- M (g mol⁻¹) = 132.21
- E_LUMO (alpha / beta) (hartree) = -0.05730 / -0.05739
- E_HOMO (alpha / beta) (eV) = -9.0 / -9.0
- 2S+1 = 1
- frontier orbital gap (alpha / beta) (eV) = 7.43 / 7.42
- E (Eh) = -1022.50126

Element x y z (Å)
C1 0.050 -1.389 0.723
C2 -0.465 -1.605 2.006
N1 -1.028 -0.581 2.564
S1 -1.056 0.753 1.509
C3 -0.229 -0.150 0.277
H1 0.510 -2.108 0.104
H2 -0.459 -2.471 2.610
H3 -0.069 0.310 -0.568
N2 0.987 2.884 -3.276
S2 -0.146 1.907 -2.910
H4 1.905 2.449 -3.039

Record 5
The following is a quantum chemistry calculation of C3H4N2S2 as an isolated structure in a non-equilibrium geometry, from OMol25.

- charge = 0
- relative energy (zero: lowest compared OMol25 entry of this formula, charge and spin) (kcal per mole) = 85.3
- M (g mol⁻¹) = 132.21
- E_LUMO (alpha / beta) (hartree) = -0.05585 / -0.05900
- E_HOMO (alpha / beta) (eV) = -8.8 / -8.5
- 2S+1 = 1
- frontier orbital gap (alpha / beta) (eV) = 7.27 / 6.87
- E (Eh) = -1022.47968

Element x y z (Å)
C1 -0.201 0.449 0.049
C2 0.823 -1.611 0.763
C3 -0.539 1.783 -0.565
N1 -1.011 -0.555 -0.052
N2 -0.587 -1.650 0.555
S1 1.323 0.117 0.692
S2 1.002 -2.462 -0.838
H1 1.187 -2.166 1.569
H2 -1.246 1.547 -1.392
H3 0.474 2.116 -0.937
H4 -1.226 2.431 0.154

Record 6
The following is a quantum chemistry calculation of an isolated ion of composition C3H4N3 and charge +1 in a non-equilibrium geometry, from OMol25.

- charge = +1
- relative energy (zero: lowest compared OMol25 entry of this formula, charge and spin) (kcal per mole) = 54.0
- M (g mol⁻¹) = 82.09
- E_LUMO (hartree) = -0.22564
- E_HOMO (eV) = -16.0
- 2S+1 = 1
- frontier orbital gap (eV) = 9.86
- E (Eh) = -280.54298

Element x y z (Å)
C1 -1.401 0.072 0.112
C2 1.081 -1.409 -0.085
C3 0.679 0.948 -0.184
N1 -0.543 1.115 -0.171
N2 -1.109 -1.070 -0.213
N3 1.510 -0.206 0.011
H1 -2.430 0.488 0.646
H2 1.385 1.887 -0.319
H3 -1.560 -1.946 -0.019
H4 2.388 0.122 0.222

Record 7
The following is a quantum chemistry calculation of C3H4N3O2 as an isolated structure in a non-equilibrium geometry, from OMol25.

- charge = -1
- relative energy (zero: lowest compared OMol25 entry of this formula, charge and spin) (kcal per mole) = 60.1
- M (g mol⁻¹) = 114.08
- E_LUMO (hartree) = 0.15655
- E_HOMO (eV) = -4.1
- 2S+1 = 1
- frontier orbital gap (eV) = 8.35
- E (Eh) = -431.41848

Element x y z (Å)
C1 1.683 -0.490 0.025
C2 -0.042 1.445 0.119
C3 0.472 -0.406 0.687
N1 2.633 -0.477 -0.652
N2 -0.860 1.142 -0.847
N3 -0.386 -1.579 0.264
O1 -1.808 -1.141 0.322
O2 0.650 2.268 0.642
H1 0.587 -0.558 1.704
H2 -1.703 -0.275 0.001
H3 -1.019 1.821 -1.545
H4 -0.207 -1.749 -0.719

Record 8
The following is a quantum chemistry calculation of an isolated ion of composition C3H4N3OS2 and charge -1 in a non-equilibrium geometry, from OMol25.

- charge = -1
- relative energy (zero: lowest compared OMol25 entry of this formula, charge and spin) (kcal per mole) = 15.2
- SMILES = N#CC(N)(N)SC([O-])=S
- M (g mol⁻¹) = 162.22
- E_LUMO (hartree) = 0.12460
- E_HOMO (eV) = -3.8
- 2S+1 = 1
- frontier orbital gap (eV) = 7.22
- E (Eh) = -1152.63555

Element x y z (Å)
N1 -1.815 2.236 1.539
C1 -1.279 1.451 0.880
C2 -0.514 0.179 0.287
N2 -0.679 -0.159 -1.033
N3 0.884 0.422 0.597
S1 -1.368 -1.111 1.313
C3 -0.977 -0.440 3.133
O1 0.191 -0.378 3.279
S2 -2.308 -0.270 4.057
H1 -1.658 -0.547 -1.190
H2 -0.324 0.671 -1.612
H3 0.853 0.761 1.623
H4 1.406 -0.371 0.229